## P
Computed, not measured: the ion C4H9O2 with charge -1, with wB97M-V/def2-TZVPD.

Geometry as XYZ:
```
15
Properties=species:S:1:pos:R:3:lowdin_charge:R:1
O 0.363 1.711 -1.195 -0.36
C -0.216 1.777 0.022 -0.58
C -1.305 0.677 0.239 -0.22
C -0.792 -0.803 -0.041 -0.21
C 0.634 -0.940 0.448 -0.28
O 1.216 -2.283 0.449 -0.13
H 0.431 1.680 0.966 0.07
H -0.719 2.790 0.129 0.07
H -1.741 0.674 1.278 0.10
H -1.918 0.790 -0.665 0.09
H -1.545 -1.401 0.524 0.10
H -0.825 -1.103 -1.066 0.08
H 1.317 -0.391 -0.236 0.11
H 0.745 -0.460 1.398 0.09
H 1.582 -2.396 -0.463 0.08
```

SMILES: [O-]CCCCO
Total charge: -1
LUMO energy in eV: 3.830
E_HOMO in eV: -2.380

=====

## Q
Computed, not measured: a cluster of 2 separate species, C4H9O2 in total, with wB97M-V/def2-TZVPD.

Geometry as XYZ:
```
15
Properties=species:S:1:pos:R:3:lowdin_charge:R:1
C -0.931 -1.750 0.869 -0.06
C -0.742 -0.679 1.926 -0.77
O -1.383 0.417 1.717 -0.15
O 0.115 -0.905 2.805 -0.10
H -0.816 -2.728 1.063 0.00
H -0.146 -1.719 0.087 0.06
H -1.845 -1.722 0.303 0.05
C 0.010 1.363 -1.103 -0.18
C 1.503 0.896 -1.197 -0.17
H -0.777 1.067 -1.772 0.04
H -0.422 1.143 -0.115 0.02
H 0.225 2.525 -1.062 0.09
H 2.039 1.428 -0.475 0.03
H 1.662 0.897 -2.244 0.03
H 1.507 -0.234 -0.803 0.09
```

Total charge: -1
LUMO energy in eV: 4.058
E_HOMO in eV: -3.897

=====

## R
Computed, not measured: a cluster of 2 separate species, C4H9O2 in total, with wB97M-V/def2-TZVPD.

Geometry as XYZ:
```
15
Properties=species:S:1:pos:R:3:lowdin_charge:R:1
C -0.720 -1.756 1.662 -0.06
C 0.541 -2.312 0.918 -0.81
O 1.665 -2.015 1.393 -0.12
O 0.300 -3.024 -0.093 -0.13
H -1.369 -2.607 1.860 0.05
H -1.235 -0.996 1.079 0.03
H -0.357 -1.373 2.619 0.05
C 0.070 1.042 -0.986 -0.17
C 0.276 2.490 -1.417 -0.18
H -0.973 0.903 -0.682 0.06
H 0.342 0.296 -1.726 0.07
H 0.569 0.738 -0.061 0.06
H 1.216 2.716 -1.918 0.05
H 0.228 3.170 -0.564 0.05
H -0.556 2.729 -2.082 0.05
```

Total charge: -1
LUMO energy in eV: 3.655
E_HOMO in eV: -3.722

=====

Which is the most stable structure? R is the most stable.

=====

## P
Computed, not measured: a cluster of 5 separate species, C2H13NO4 in total, with wB97M-V/def2-TZVPD.

Geometry as XYZ:
```
20
Properties=species:S:1:pos:R:3:lowdin_charge:R:1
C 0.948 0.865 1.420 -0.03
C 0.684 2.191 1.275 -0.24
N 0.097 2.813 0.125 0.05
H 0.429 0.134 0.803 0.02
H 1.790 0.541 1.937 0.03
H 0.664 2.898 2.173 0.12
H 0.430 2.298 -0.616 0.03
H 0.181 3.765 0.069 0.04
O 1.554 -3.217 -0.137 -0.11
H 0.989 -2.871 -0.917 0.03
H 0.848 -3.082 0.528 0.02
O -1.165 0.526 -1.349 0.02
H -1.066 0.219 -0.472 -0.01
H -2.010 0.711 -1.555 -0.01
O -1.355 -1.059 1.904 -0.08
H -1.878 -0.316 2.113 0.00
H -1.921 -1.563 1.187 0.11
O 0.521 -1.803 -2.519 -0.03
H 0.056 -2.118 -3.280 0.04
H 0.204 -0.933 -2.689 0.01
```

SMILES: C=CN.O.O.O.O
LUMO energy in eV: 0.200
E_HOMO in eV: -7.947

=====

## Q
Computed, not measured: a cluster of 5 separate species, C2H13NO4 in total, with wB97M-V/def2-TZVPD.

Geometry as XYZ:
```
20
Properties=species:S:1:pos:R:3:lowdin_charge:R:1
C -1.954 0.636 0.638 -0.05
N -0.757 0.261 0.558 -0.10
C -0.448 -1.142 0.753 -0.14
H -2.229 1.664 0.403 0.07
H -2.770 -0.069 0.853 0.08
H -0.003 -1.264 1.742 0.08
H -1.340 -1.782 0.769 0.08
H 0.178 -1.483 -0.062 0.06
O 1.007 -0.154 -2.208 -0.07
H 0.518 0.619 -1.898 0.04
H 1.657 -0.324 -1.515 0.01
O 2.454 0.431 0.271 -0.06
H 1.878 1.139 0.582 0.01
H 3.358 0.770 0.294 0.06
O -1.435 -1.983 -2.326 -0.08
H -1.077 -2.266 -3.177 0.04
H -0.757 -1.377 -2.001 -0.03
O 0.876 2.332 2.262 -0.06
H 0.682 1.395 2.391 0.02
H 0.161 2.597 1.668 0.03
```

SMILES: C=NC.O.O.O.O
LUMO energy in eV: 0.602
E_HOMO in eV: -10.319

=====

## R
Computed, not measured: a cluster of 4 separate species, C2H13NO4 in total, with wB97M-V/def2-TZVPD.

Geometry as XYZ:
```
20
Properties=species:S:1:pos:R:3:lowdin_charge:R:1
C -1.610 -0.024 -1.094 -0.11
N -0.363 0.004 -1.863 -0.11
C 0.658 -0.815 -1.238 -0.32
O 0.421 -2.204 -1.218 -0.03
H -1.383 0.175 -0.048 0.07
H -2.374 0.655 -1.458 0.08
H -2.102 -1.003 -1.155 0.07
H -0.445 -0.403 -2.779 0.11
H 0.932 -0.468 -0.240 0.10
H 1.549 -0.697 -1.860 0.13
H -0.415 -2.410 -0.821 0.06
O -0.248 1.139 2.406 -0.06
H -0.060 1.611 1.571 0.00
H -0.819 1.689 2.925 0.03
O 1.602 -1.276 2.601 -0.07
H 1.245 -0.511 3.068 0.01
H 0.882 -1.738 2.161 0.02
O 0.717 2.336 -0.024 -0.06
H 1.631 2.110 -0.255 0.06
H 0.183 1.830 -0.678 0.03
```

SMILES: CNCO.O.O.O
LUMO energy in eV: 0.579
E_HOMO in eV: -10.006

=====

## S
Computed, not measured: a cluster of 5 separate species, C2H13NO4 in total, with wB97M-V/def2-TZVPD.

Geometry as XYZ:
```
20
Properties=species:S:1:pos:R:3:lowdin_charge:R:1
C 0.933 -1.847 -0.471 -0.07
C -0.191 -1.007 0.027 -0.22
N -0.111 -0.333 1.242 0.05
H 1.927 -1.532 -0.752 -0.02
H 0.801 -2.971 -0.707 0.04
H -1.201 -1.480 -0.290 0.08
H 0.641 -0.195 1.813 0.03
H -0.960 -0.014 1.696 0.09
O 5.307 1.519 -1.029 -0.11
H 4.417 1.219 -1.142 0.00
H 5.652 1.839 -1.972 0.11
O 2.710 1.354 2.648 -0.05
H 3.283 2.045 2.476 -0.02
H 3.404 0.694 2.971 0.08
O -5.365 2.860 -2.918 -0.09
H -5.911 2.259 -2.353 0.05
H -5.810 2.715 -3.787 0.05
O -3.344 -2.329 0.482 -0.15
H -2.484 -2.879 0.723 0.09
H -3.697 -1.917 1.341 0.07
```

SMILES: C=CN.O.O.O.O
LUMO energy in eV: 0.572
E_HOMO in eV: -7.116

=====

Which is the most stable structure? R is the most stable.

=====

## P
Computed, not measured: a cluster of 5 separate species, C2H13NO4 in total, with wB97M-V/def2-TZVPD.

Geometry as XYZ:
```
20
Properties=species:S:1:pos:R:3:lowdin_charge:R:1
C -2.855 -3.005 2.100 -0.06
N -2.206 -2.013 1.671 -0.10
C -0.735 -2.076 1.851 -0.11
H -3.949 -2.986 2.048 0.07
H -2.428 -3.936 2.457 0.08
H -0.376 -1.044 1.788 0.07
H -0.489 -2.543 2.795 0.07
H -0.289 -2.614 1.013 0.08
O 2.177 4.886 -0.378 -0.06
H 2.785 4.139 -0.354 0.04
H 2.006 5.051 -1.312 0.04
O 0.408 2.242 0.543 -0.07
H -0.420 1.796 0.346 -0.01
H 0.357 3.199 0.540 0.01
O 4.064 -1.713 -4.845 -0.06
H 3.442 -1.522 -4.136 0.03
H 4.929 -1.750 -4.422 0.03
O -2.053 0.360 0.110 -0.08
H -2.280 -0.508 0.488 -0.01
H -2.840 0.909 0.032 0.04
```

SMILES: C=NC.O.O.O.O
LUMO energy in eV: 0.871
E_HOMO in eV: -10.403

=====

## Q
Computed, not measured: a cluster of 5 separate species, C2H13NO4 in total, with wB97M-V/def2-TZVPD.

Geometry as XYZ:
```
20
Properties=species:S:1:pos:R:3:lowdin_charge:R:1
C -1.923 -0.343 0.369 -0.06
C -1.161 -0.984 -0.517 -0.29
N -0.542 -0.405 -1.606 0.05
H -1.820 0.730 0.497 0.05
H -2.811 -0.740 0.840 0.05
H -1.093 -2.064 -0.588 0.11
H -0.715 0.531 -1.938 0.10
H -0.330 -0.998 -2.386 0.09
O -0.234 2.748 -0.301 -0.07
H -0.231 3.654 -0.629 0.03
H 0.638 2.414 -0.572 0.00
O 1.382 -2.294 0.230 -0.06
H 2.203 -1.810 0.101 0.03
H 0.996 -1.916 1.030 0.01
O 0.319 -0.174 2.080 -0.08
H -0.576 -0.550 2.085 0.01
H 0.123 0.709 2.412 0.05
O 1.822 0.809 -0.412 -0.07
H 2.736 0.625 -0.208 0.04
H 1.217 0.056 -0.489 -0.01
```

SMILES: C=CN.O.O.O.O
LUMO energy in eV: 0.642
E_HOMO in eV: -8.024

=====

Which is the most stable structure? P is the most stable.

=====

## P
Computed, not measured: a structure of composition C6H12O4, with wB97M-V/def2-TZVPD.

Geometry as XYZ:
```
22
Properties=species:S:1:pos:R:3:lowdin_charge:R:1
O 0.137 2.137 0.681 -0.01
C 1.123 1.188 0.343 -0.31
C 1.846 0.568 1.563 -0.06
C 0.851 -0.614 1.505 -0.30
O -0.312 -0.367 2.273 -0.01
C 0.577 -0.235 0.032 -0.16
C -0.807 -0.385 -0.534 -0.36
C -0.944 -0.070 -1.989 -0.02
O -1.086 -1.720 -0.925 -0.15
H -0.393 1.779 1.404 0.09
H 1.747 1.650 -0.432 0.15
H 2.869 0.255 1.317 0.12
H 1.851 1.163 2.486 0.12
H 1.242 -1.623 1.698 0.15
H -0.081 -0.391 3.206 0.10
H 1.303 -0.759 -0.606 0.16
H -1.601 0.065 0.077 0.16
H -1.078 1.010 -2.141 0.11
H -0.100 -0.387 -2.617 0.13
O -2.555 -0.668 -2.459 -0.13
H -2.113 -1.763 -1.481 0.18
H -2.477 -0.833 -3.402 0.05
```

LUMO energy in eV: 0.729
E_HOMO in eV: -9.005

=====

## Q
Computed, not measured: a cluster of 2 separate species, C6H12O4 in total, with wB97M-V/def2-TZVPD.

Geometry as XYZ:
```
22
Properties=species:S:1:pos:R:3:lowdin_charge:R:1
C -1.599 1.104 -1.801 -0.10
O -0.312 1.085 -1.182 -0.22
C 0.347 -0.397 -1.171 -0.36
C 1.811 -0.199 -1.384 0.03
O -0.364 -1.330 -1.360 0.15
H -1.577 0.716 -2.819 0.09
H -1.967 2.130 -1.786 0.10
H -2.253 0.467 -1.204 0.09
H 1.967 0.439 -2.251 0.10
H 2.249 0.289 -0.512 0.09
H 2.292 -1.161 -1.516 0.10
C -1.029 1.289 1.513 -0.10
O -0.773 -0.075 1.638 -0.07
C 0.523 -0.470 1.542 -0.57
C 0.631 -1.968 1.621 0.02
O 1.440 0.316 1.659 0.09
H -0.583 1.853 2.332 0.08
H -0.640 1.498 0.253 0.14
H -2.102 1.438 1.482 0.07
H 1.677 -2.276 1.667 0.09
H 0.123 -2.322 2.520 0.09
H 0.137 -2.427 0.758 0.08
```

SMILES: COC(C)=O.COC(C)=O
LUMO energy in eV: 0.443
E_HOMO in eV: -9.234

=====

## R
Computed, not measured: a cluster of 2 separate species, C6H12O4 in total, with wB97M-V/def2-TZVPD.

Geometry as XYZ:
```
22
Properties=species:S:1:pos:R:3:lowdin_charge:R:1
O -0.201 -2.784 1.890 0.03
C -0.948 -1.808 2.040 -0.24
C -0.505 -0.396 1.765 -0.09
C -0.643 0.071 0.336 -0.39
O -0.613 1.467 0.329 -0.06
C -0.762 2.002 -0.979 -0.19
C 0.328 1.460 -1.894 -0.14
C 0.339 -0.058 -1.806 -0.18
O 0.390 -0.466 -0.446 -0.08
H -2.046 -1.964 2.018 0.13
H 0.318 -0.568 2.586 0.17
H -1.121 0.280 2.380 0.12
H -1.606 -0.277 -0.091 0.17
H -1.762 1.736 -1.367 0.13
H -0.709 3.092 -0.882 0.13
H 0.142 1.777 -2.930 0.12
H 1.305 1.857 -1.585 0.13
H -0.572 -0.481 -2.266 0.13
H 1.219 -0.494 -2.295 0.13
O 2.546 -1.139 1.305 -0.12
H 1.931 -2.012 1.436 0.10
H 2.970 -1.294 0.457 0.02
```

SMILES: O=CCC1OCCCO1.O
LUMO energy in eV: 0.667
E_HOMO in eV: -10.027

=====

Which is the most stable structure? Q is the most stable.

=====

## P
Computed, not measured: an isolated molecule of C8H13N, with wB97M-V/def2-TZVPD.

Geometry as XYZ:
```
22
Properties=species:S:1:pos:R:3:lowdin_charge:R:1
C 1.010 1.326 0.209 -0.12
C -0.079 0.689 0.926 -0.53
C -1.266 1.729 0.874 0.05
C -1.133 0.342 0.001 -0.21
C -0.814 -0.345 -1.331 -0.23
C 0.558 -0.531 -1.689 -0.13
C -0.140 -1.573 -0.688 -0.17
C 0.649 -1.468 0.644 -0.20
N 0.327 -0.540 1.818 0.01
H 1.201 2.454 0.704 0.14
H 2.010 0.879 0.294 0.08
H 0.739 1.308 -1.007 0.14
H -2.137 1.468 1.495 0.09
H -0.923 2.667 0.472 0.07
H -1.613 -0.244 0.749 0.10
H -1.645 -0.690 -1.859 0.12
H 0.623 -0.574 -2.978 0.18
H 1.380 0.046 -1.235 0.05
H -0.659 -2.514 -1.050 0.14
H 0.929 -2.467 1.252 0.15
H 1.617 -1.101 0.104 0.11
H -0.636 -0.862 2.294 0.15
```

SMILES: C[C@@]12C[C@H]1[C@H]1C[C@H]1CN2
LUMO energy in eV: 0.969
E_HOMO in eV: -8.629

=====

## Q
Computed, not measured: a structure of composition C8H13N, with wB97M-V/def2-TZVPD.

Geometry as XYZ:
```
22
Properties=species:S:1:pos:R:3:lowdin_charge:R:1
C 2.207 0.587 0.633 -0.07
C 1.166 -0.396 0.989 -0.17
C -0.459 -0.026 1.268 -0.32
C -0.484 0.272 -0.137 -0.39
C -1.577 0.169 -1.095 -0.06
C -1.177 -0.347 -2.198 -0.03
C 0.321 -0.670 -1.830 -0.16
C 0.317 -0.830 -0.365 -0.31
H 2.458 0.914 1.488 0.00
H 1.662 1.426 0.269 0.07
H 2.906 0.099 -0.309 0.18
H 1.444 -1.170 1.682 0.11
H -0.808 -1.109 1.687 0.18
H -1.664 1.393 1.863 0.09
H -0.789 0.582 3.241 0.11
H 0.267 0.939 -0.256 0.10
H -2.491 0.656 -0.911 0.10
H -1.231 -0.414 -3.354 0.15
H 1.050 -1.254 -2.628 0.16
H 0.665 0.325 -2.034 0.09
H 0.057 -1.839 -0.032 0.15
N -0.773 0.987 2.244 0.02
```

LUMO energy in eV: 1.002
E_HOMO in eV: -8.506

=====

## R
Computed, not measured: an isolated molecule of C8H13N, with wB97M-V/def2-TZVPD.

Geometry as XYZ:
```
22
Properties=species:S:1:pos:R:3:lowdin_charge:R:1
C -2.029 -1.642 -2.407 -0.14
C -0.585 -1.760 -1.906 -0.22
C 0.155 -0.871 -1.148 -0.22
N -0.446 0.157 -0.500 0.01
C 0.008 1.309 0.441 -0.35
C -0.231 0.752 1.928 -0.06
C 0.831 0.102 2.424 -0.15
C 1.889 0.586 1.574 -0.20
C 1.227 1.737 0.682 -0.26
H -2.651 -2.429 -2.841 0.04
H -2.618 -1.402 -1.317 0.10
H -2.273 -0.434 -2.793 0.12
H -0.075 -2.617 -2.206 0.04
H 1.246 -1.129 -0.839 0.13
H -1.468 0.306 -0.975 0.16
H -0.553 2.283 0.032 0.18
H -1.281 0.529 2.354 0.12
H 1.084 -0.477 3.290 0.10
H 2.860 0.781 2.343 0.17
H 1.961 -0.371 0.836 0.13
H 1.844 1.778 -0.184 0.11
H 1.106 2.812 1.212 0.19
```

SMILES: C/C=C\N[C@H]1C=CCC1
LUMO energy in eV: 0.800
E_HOMO in eV: -7.237

=====

Which is the most stable structure? R is the most stable.

=====

## P
Computed, not measured: a cluster of 4 separate species, CH11N3O3 in total, with wB97M-V/def2-TZVPD.

Geometry as XYZ:
```
18
Properties=species:S:1:pos:R:3:lowdin_charge:R:1
N 0.714 -0.227 0.790 0.12
C 0.980 -1.402 0.422 -0.61
N 0.092 -2.297 -0.224 0.09
N 2.287 -1.831 0.566 0.11
H -0.209 0.174 0.748 0.01
H 0.184 -2.288 -1.229 0.07
H 0.254 -3.228 0.145 0.07
H 2.847 -1.218 1.133 0.08
H 2.734 -2.641 0.185 0.08
O -0.291 0.840 -2.268 -0.05
H -0.335 -0.095 -2.434 0.01
H 0.030 1.061 -1.395 0.00
O -2.289 1.171 0.533 -0.07
H -2.706 1.306 -0.346 0.08
H -2.780 1.764 1.110 0.05
O -0.546 3.341 0.586 -0.08
H -1.236 2.733 0.915 -0.01
H 0.268 2.836 0.762 0.03
```

SMILES: N=C(N)N.O.O.O
LUMO energy in eV: 0.520
E_HOMO in eV: -9.323

=====

## Q
Computed, not measured: a cluster of 4 separate species, CH11N3O3 in total, with wB97M-V/def2-TZVPD.

Geometry as XYZ:
```
18
Properties=species:S:1:pos:R:3:lowdin_charge:R:1
N -0.610 0.426 -0.939 0.08
C -0.120 -0.426 -0.117 -0.65
N -0.362 -0.442 1.259 0.12
N 0.678 -1.421 -0.548 0.14
H -1.474 0.870 -0.678 0.04
H -0.876 0.348 1.598 0.09
H 0.481 -0.648 1.773 0.08
H 0.827 -1.520 -1.544 0.11
H 0.916 -2.222 0.002 0.10
O 2.384 1.201 1.434 -0.08
H 1.800 1.265 0.660 -0.01
H 3.103 1.797 1.205 0.04
O -4.147 -1.243 0.043 -0.06
H -3.485 -0.968 0.689 0.02
H -4.665 -0.432 -0.049 0.04
O 2.069 1.457 -1.512 -0.08
H 1.112 1.410 -1.664 0.00
H 2.368 0.549 -1.612 0.03
```

SMILES: N=C(N)N.O.O.O
LUMO energy in eV: 0.534
E_HOMO in eV: -9.160

=====

Which is the most stable structure? Q is the most stable.